Model one:
14
Properties=species:S:1:pos:R:3:lowdin_charge:R:1 method="wB97M-V/def2-TZVPD" e_lumo_ev=0.74 homo_lumo_gap_ev=10.30 smiles=Cl[C@@H]1CCP[C@H]1Cl homo_ev=-9.56
Cl 1.33474 1.84104 0.18884 0.606
C 0.02075 0.86860 -0.67154 -0.770
C -1.05347 0.46283 0.25842 -0.338
C -0.36352 -0.38338 1.34636 -0.467
P 0.73109 -1.47746 0.41909 0.847
C 0.75951 -0.36166 -1.10601 -0.817
Cl -0.48111 -1.35139 -2.13412 0.465
H -0.43822 1.31809 -1.53460 0.098
H -1.69548 -0.31136 -0.33950 0.094
H -1.65470 1.39256 0.58359 0.145
H 0.18754 0.35461 1.90535 0.032
H -1.04418 -1.06602 1.97734 0.098
H 1.95943 -0.81714 0.71724 -0.069
H 1.73761 -0.46932 -1.61047 0.077

---

Model two:
14
Properties=species:S:1:pos:R:3:lowdin_charge:R:1 method="wB97M-V/def2-TZVPD" e_lumo_ev=0.80 homo_lumo_gap_ev=10.48 smiles="C=CCC(P)(Cl)Cl" homo_ev=-9.68
C 1.22782 2.01994 -0.19456 -0.005
C 0.05030 1.50031 0.01272 -0.306
C -0.39423 0.23882 -0.59712 -0.243
C -0.12999 -0.99520 0.56699 -1.423
P -1.18970 -2.54219 0.56038 0.774
Cl 1.52818 -1.51042 0.32608 0.559
Cl -0.45069 -0.33304 2.23917 0.499
H 1.67566 3.04586 0.16754 0.112
H 1.86254 1.44639 -0.77877 0.021
H -0.48969 2.04260 0.73035 0.068
H -1.50390 0.16119 -0.79636 0.100
H 0.17609 -0.09992 -1.49399 0.105
H -1.99600 -1.89906 -0.35238 -0.121
H -0.36639 -3.07528 -0.39005 -0.140

---

Least stable: model two

---

Model one:
13
Properties=species:S:1:pos:R:3:lowdin_charge:R:1 method="wB97M-V/def2-TZVPD" e_lumo_ev=0.35 homo_lumo_gap_ev=8.87 smiles="C=CO.O.O" homo_ev=-8.51
C -0.04417 3.34206 -0.86002 -0.006
C 0.35932 2.10882 -0.58217 -0.281
O -0.01239 1.09554 -1.42057 -0.043
H 0.24616 4.20810 -0.28539 0.040
H -0.72497 3.57830 -1.66665 0.055
H 0.90608 1.72931 0.27278 0.105
H 0.50164 0.28294 -1.28077 0.057
O 0.69956 -1.11009 0.11170 -0.054
H 0.92488 -1.98622 -0.24944 0.065
H 0.41514 -1.29172 1.02328 0.057
O -0.71595 -4.05481 1.58689 -0.055
H -1.25830 -3.41059 1.13522 0.023
H -1.29699 -4.49166 2.21514 0.037

---

Model two:
13
Properties=species:S:1:pos:R:3:lowdin_charge:R:1 method="wB97M-V/def2-TZVPD" e_lumo_ev=0.75 homo_lumo_gap_ev=10.86 smiles="CC=O.O.O" homo_ev=-10.11
C -1.08101 0.33300 0.13395 -0.051
C -0.70140 1.30616 1.19913 -0.325
O 0.11719 2.18399 1.09056 0.034
H -2.09863 0.48342 -0.21866 0.085
H -0.37843 0.34750 -0.69278 0.078
H -1.04376 -0.67937 0.54021 0.084
H -1.23746 1.16076 2.14894 0.118
O 2.33405 0.02222 1.72457 -0.066
H 2.97324 0.60472 2.15562 0.040
H 1.77503 0.64005 1.23131 -0.001
O -0.22475 -1.79147 -2.94830 -0.066
H -0.42052 -2.61736 -2.49371 0.032
H -0.01354 -1.99362 -3.87085 0.038

---

Least stable: model one

---

Model one:
20
Properties=species:S:1:pos:R:3:lowdin_charge:R:1 method="wB97M-V/def2-TZVPD" e_lumo_ev=-4.68 homo_lumo_gap_ev=4.78 homo_ev=-9.46
N 0.63584 -1.53913 -0.67077 0.167
C -0.09474 -1.09568 0.54212 -0.093
C 0.12920 0.41437 0.76538 -0.468
N 1.56706 0.56160 1.06881 0.148
O -0.60540 0.89326 1.79584 0.010
H 1.16889 -2.34243 -0.47324 0.091
H 0.72522 -0.93658 -1.54342 0.070
H -1.18452 -1.19125 0.58137 0.135
H 0.36062 -1.58137 1.44057 0.146
H 2.00221 0.68470 0.16510 0.064
H 1.74409 1.39312 1.58555 0.097
H -2.10919 0.48519 1.80722 -0.019
H -3.30135 0.16616 2.82989 0.023
O -3.09723 0.22486 1.88751 -0.115
H 0.11311 0.95336 -0.19845 0.175
H -1.21848 0.76702 -2.93198 0.029
O -0.99987 0.35103 -2.12366 -0.049
H -0.02623 0.34196 -2.20568 -0.048
H 2.55072 0.86530 -2.26234 -0.025
O 1.64003 0.58449 -2.05982 -0.337

---

Model two:
20
Properties=species:S:1:pos:R:3:lowdin_charge:R:1 method="wB97M-V/def2-TZVPD" e_lumo_ev=0.38 homo_lumo_gap_ev=9.92 smiles="NCNC=O.O.O.O" homo_ev=-9.54
N 0.01274 -1.77962 2.73178 0.022
C 0.10539 -2.57119 1.53276 -0.266
N -0.47979 -1.92317 0.34890 0.012
C 0.09322 -1.92582 -0.90104 -0.343
O 1.02030 -2.68523 -1.09449 0.010
H -0.92170 -1.64188 3.06070 0.064
H 0.65099 -1.01180 2.81109 0.049
H -0.55366 -3.41479 1.71678 0.117
H 1.08985 -2.88965 1.38063 0.101
H -1.39327 -1.54542 0.54348 0.119
H -0.22921 -1.07493 -1.50646 0.126
O 1.71276 1.76099 1.59563 -0.061
H 1.02670 1.07490 1.68163 0.035
H 2.41840 1.09295 1.66983 0.057
O -2.94504 3.65765 -4.41574 -0.063
H -3.47257 3.78775 -3.61889 0.032
H -2.46800 4.49301 -4.48406 0.032
O 1.24280 1.89163 -1.19537 -0.077
H 1.20330 2.83697 -1.38361 0.035
H 1.88677 1.86765 -0.47353 0.000

---

Least stable: model one

---

Model one:
25
Properties=species:S:1:pos:R:3:lowdin_charge:R:1 method="wB97M-V/def2-TZVPD" e_lumo_ev=3.65 homo_lumo_gap_ev=8.50 smiles="CCNC(=O)CC[C@@H](N)C(=O)[O-]" total_charge=-1 homo_ev=-4.85
C -1.76199 -2.56898 -0.31281 -0.092
C -1.91060 -1.30189 0.51983 -0.241
N -0.97344 -0.30630 0.06147 0.048
C -1.31791 0.97189 -0.07214 -0.525
O -2.44124 1.40722 0.17884 -0.013
C -0.25150 1.92815 -0.60614 -0.123
C 1.12218 1.35414 -0.94593 -0.156
C 2.01115 0.89883 0.25017 -0.308
N 1.42973 0.97733 1.58150 0.042
C 2.41185 -0.60415 -0.00898 -0.690
O 3.59612 -0.86335 -0.19185 -0.018
O 1.43716 -1.39766 -0.02951 -0.075
H -2.38809 -3.36551 0.08476 0.060
H -2.04543 -2.37868 -1.34568 0.069
H -0.72100 -2.88204 -0.29163 0.061
H -1.71435 -1.53653 1.57578 0.115
H -2.91995 -0.88378 0.44309 0.106
H 0.01718 -0.67246 -0.04123 0.071
H -0.68097 2.36141 -1.51640 0.113
H -0.16667 2.75424 0.10794 0.107
H 0.98248 0.50625 -1.62262 0.112
H 1.66972 2.11893 -1.50612 0.101
H 2.92615 1.50465 0.26635 0.119
H 0.85687 1.80860 1.68969 0.055
H 0.83256 0.16971 1.73163 0.062

---

Model two:
25
Properties=species:S:1:pos:R:3:lowdin_charge:R:1 method="wB97M-V/def2-TZVPD" e_lumo_ev=3.56 homo_lumo_gap_ev=6.64 smiles="CC(/C(CO)=N/C(C)C)=[N+]([O-])[O-]" total_charge=-1 homo_ev=-3.08
C 1.08229 -0.94414 2.84962 -0.088
C 0.49363 -1.14450 1.47036 -0.251
C 0.15481 -0.05160 0.64973 -0.239
C 0.81299 1.35512 1.03097 -0.251
O 2.03763 1.53032 0.49497 -0.003
N -0.45108 -0.22300 -0.46538 0.092
C -0.72659 0.73580 -1.52159 -0.541
C -2.15540 0.96298 -1.78407 -0.097
C -0.19611 0.10325 -2.75182 -0.106
N 0.08000 -2.42052 1.16778 -0.389
O 0.09708 -3.17381 2.21318 -0.131
O -0.17512 -2.80401 0.01521 -0.031
H 1.96960 -0.25283 3.06582 0.082
H 1.20175 -1.98756 3.16621 0.053
H 0.24491 -0.45618 3.41833 0.077
H 0.71788 1.42193 2.12899 0.103
H 0.16600 2.00915 0.59059 0.063
H 2.42117 0.69186 0.50360 0.061
H -0.24312 1.69704 -1.34891 0.120
H -2.78204 0.03073 -2.02863 0.113
H -2.48062 1.48349 -0.95071 0.037
H -2.11190 1.71545 -2.65787 0.101
H -0.77452 -0.71749 -2.95430 0.034
H 0.83669 -0.29041 -2.57634 0.092
H -0.21992 0.72893 -3.72575 0.099

---

Least stable: model two

---

Model one:
28
Properties=species:S:1:pos:R:3:lowdin_charge:R:1 method="wB97M-V/def2-TZVPD" e_lumo_ev=-0.44 homo_lumo_gap_ev=7.15 homo_ev=-7.60
C -0.80169 0.82308 0.39937 -0.129
C -1.65984 -0.42639 0.48963 -0.776
C -2.63836 -0.47240 -0.73013 -0.115
C -2.46788 -0.54316 1.78154 -0.121
P -0.49027 -1.94828 0.33344 1.073
C 1.17766 -1.21562 0.45499 -0.394
C 2.30896 -0.82614 1.14720 -0.083
C 3.14377 0.08883 0.56802 -0.040
C 3.04330 0.98721 -0.60891 -0.091
C 2.81458 0.72447 -1.86836 -0.117
C 2.54789 -0.58410 -2.42823 -0.075
C 1.54017 -1.45894 -2.07134 -0.069
C 0.80986 -1.40281 -0.83892 -0.332
H -0.22078 0.82079 1.31293 0.067
H -0.22843 0.91060 -0.61153 0.112
H -1.53127 1.68082 0.52764 0.093
H -3.21819 -1.31055 -0.52049 0.032
H -2.09537 -0.63957 -1.63931 0.055
H -3.31025 0.40472 -0.89926 0.097
H -2.66095 0.52697 2.14390 0.095
H -3.49720 -1.01023 1.66880 0.097
H -1.78755 -0.91880 2.52853 0.049
H 2.43547 -1.34407 2.09988 0.114
H 3.93381 0.28314 1.16624 0.058
H 3.39704 1.99012 -0.34829 0.110
H 2.82304 1.51882 -2.60297 0.110
H 2.78223 -0.74954 -3.46754 0.090
H 1.32763 -2.17047 -2.84311 0.090

---

Model two:
28
Properties=species:S:1:pos:R:3:lowdin_charge:R:1 method="wB97M-V/def2-TZVPD" e_lumo_ev=0.47 homo_lumo_gap_ev=8.51 smiles="CC1=Cc2ccccc2C1.C=PC" homo_ev=-8.04
C -0.66245 0.11164 -2.19085 -0.056
C 0.49347 0.04274 -1.21908 -0.278
C 0.60418 -0.71310 -0.12500 0.009
C 1.94839 -0.43619 0.41284 -0.221
C 2.47693 -0.91348 1.57959 -0.036
C 3.68513 -0.30039 2.09501 -0.059
C 4.34543 0.59037 1.21016 -0.137
C 3.84853 0.96782 -0.00277 -0.063
C 2.60926 0.49555 -0.39026 -0.195
C 1.73372 0.85071 -1.52403 -0.086
H -1.19612 1.07741 -1.88788 0.105
H -1.22099 -0.82219 -2.11058 0.069
H -0.35677 0.41634 -3.08195 0.011
H 0.02599 -1.65427 0.05838 0.135
H 1.74444 -1.53457 2.11182 0.109
H 4.22679 -0.67247 3.02307 0.112
H 5.29176 1.01252 1.57931 0.099
H 4.54756 1.59759 -0.72376 0.152
H 1.56175 1.83366 -1.80850 0.100
H 2.19810 0.48936 -2.52755 0.171
C -3.69010 -1.17951 1.37869 -0.371
P -3.88087 -0.39475 -0.07761 0.796
C -5.45460 0.48859 0.07863 -0.406
H -2.82915 -1.67398 1.68126 -0.062
H -4.54751 -1.26644 2.13890 0.024
H -5.51702 1.51623 0.00401 -0.015
H -5.89667 0.07119 1.06960 0.047
H -6.08918 -0.00040 -0.75148 0.046

---

Least stable: model one